Entry 1:
A structure of composition C11H19AgF2NO8 at a distorted geometry. Source: OMol25; level of theory: the ωB97M-V functional and the def2-TZVPD basis.

Output
⟨S²⟩: 0.7535
strongest force on any atom: 0.02231 Eh/bohr
energy: -39014.2679 eV
ΔE to the lowest compared entry with this formula, charge and spin: 0.000 eV
charge: -2
spin multiplicity: 2

XYZ file:
```
42
Properties=species:S:1:pos:R:3:mulliken_charge:R:1
Ag -0.945 -1.177 15.846 1.68
F -2.711 -0.611 16.774 -0.74
F -1.287 -3.302 16.327 -0.80
C 0.814 -0.297 12.680 -0.70
C 1.632 -1.185 13.637 0.88
C 2.999 -0.539 13.906 -1.46
O 1.012 -1.549 14.781 -0.94
H -0.221 -0.609 12.619 0.12
H 1.314 -0.315 11.696 0.47
H 0.894 0.745 13.009 -0.26
H 1.896 -2.106 13.035 -0.03
H 3.522 -1.195 14.602 0.39
H 2.857 0.420 14.424 0.19
H 3.560 -0.382 12.979 0.40
N 0.089 -0.066 19.120 0.83
O -0.852 -0.497 19.824 -0.64
O 0.243 -0.428 17.921 -0.49
O 0.870 0.822 19.574 -0.67
O -0.643 1.154 15.062 -0.44
C -0.277 2.264 15.290 0.23
O -0.007 2.706 16.549 -0.29
C 0.512 4.030 16.522 -0.52
C 1.041 4.192 15.078 -0.50
C 0.002 3.404 14.309 -0.44
H 1.322 4.079 17.240 0.34
H -0.303 4.727 16.724 0.28
H 2.016 3.700 15.034 0.26
H 1.191 5.212 14.714 0.33
H 0.289 3.019 13.334 0.26
H -0.939 3.952 14.186 0.27
O -2.131 -1.490 13.767 -0.50
C -1.949 -2.508 13.178 0.31
O -2.534 -2.741 11.966 -0.41
C -2.176 -4.060 11.511 -0.47
C -0.880 -4.406 12.241 -0.57
C -1.014 -3.625 13.543 0.17
H -2.071 -4.000 10.429 0.33
H -2.982 -4.734 11.812 0.24
H 0.023 -4.177 11.670 0.25
H -0.828 -5.485 12.418 0.33
H -0.118 -3.110 13.914 -0.02
H -1.351 -4.226 14.384 0.33
```


Entry 2:
A structure of composition C11H19ClErNO6PS2 at a distorted geometry. Source: OMol25; level of theory: the ωB97M-V functional and the def2-TZVPD basis.

Output
⟨S²⟩: 3.7539
strongest force on any atom: 0.07404 Eh/bohr
energy: -96556.8995 eV
charge: +3
spin multiplicity: 4

XYZ file:
```
42
Properties=species:S:1:pos:R:3:mulliken_charge:R:1
C -3.640 0.589 0.952 -0.67
O -3.638 -0.845 0.819 -0.18
C -3.107 -1.556 1.980 -0.61
C -1.861 -2.393 1.669 -0.02
C -0.522 -1.863 2.244 -1.09
C 0.731 -2.155 1.361 -1.22
C 1.818 -1.039 1.313 -0.95
C 2.335 -0.763 -0.134 -1.11
C 2.658 0.708 -0.499 -1.60
C 1.490 1.539 -1.044 0.93
P -0.120 1.242 -0.223 -0.12
S -0.907 -0.469 -0.993 0.15
O 1.780 2.856 -0.554 -0.34
S 1.788 3.954 -1.768 1.14
O 0.473 4.468 -1.813 -0.46
O 2.858 4.850 -1.739 -0.47
O 2.092 2.812 -2.896 -0.35
C 1.394 1.657 -2.582 0.62
Cl -0.273 1.992 -3.212 -0.02
O 1.963 0.534 -3.190 -0.30
C 1.246 -0.043 -4.121 0.55
N 0.793 -0.825 -4.835 -0.42
H -2.900 0.944 1.662 0.32
H -4.627 0.956 1.213 0.32
H -3.393 1.032 -0.017 0.22
H -2.979 -0.882 2.819 0.47
H -3.893 -2.248 2.269 0.40
H -1.781 -2.606 0.579 -0.21
H -2.030 -3.361 2.132 0.51
H -0.584 -0.813 2.530 0.62
H -0.351 -2.431 3.153 0.45
H 0.421 -2.426 0.354 0.60
H 1.199 -3.046 1.764 0.56
H 2.662 -1.417 1.878 0.45
H 1.494 -0.130 1.817 0.68
H 1.662 -1.225 -0.854 0.59
H 3.275 -1.296 -0.221 0.54
H 3.476 0.705 -1.214 0.39
H 3.040 1.201 0.389 0.62
H 0.043 1.149 1.161 0.24
H -0.993 2.312 -0.447 0.34
Er -3.091 -1.667 -1.703 1.43
```


Q: The highest energy belongs to which entry?
A: C11H19AgF2NO8


Q: Among the records above, which one has the lowest energy?
A: C11H19ClErNO6PS2


Copy entry 2 word for word.
A structure of composition C11H19ClErNO6PS2 at a distorted geometry. Source: OMol25; level of theory: the ωB97M-V functional and the def2-TZVPD basis.

Output
⟨S²⟩: 3.7539
strongest force on any atom: 0.07404 Eh/bohr
energy: -96556.8995 eV
charge: +3
spin multiplicity: 4

XYZ file:
```
42
Properties=species:S:1:pos:R:3:mulliken_charge:R:1
C -3.640 0.589 0.952 -0.67
O -3.638 -0.845 0.819 -0.18
C -3.107 -1.556 1.980 -0.61
C -1.861 -2.393 1.669 -0.02
C -0.522 -1.863 2.244 -1.09
C 0.731 -2.155 1.361 -1.22
C 1.818 -1.039 1.313 -0.95
C 2.335 -0.763 -0.134 -1.11
C 2.658 0.708 -0.499 -1.60
C 1.490 1.539 -1.044 0.93
P -0.120 1.242 -0.223 -0.12
S -0.907 -0.469 -0.993 0.15
O 1.780 2.856 -0.554 -0.34
S 1.788 3.954 -1.768 1.14
O 0.473 4.468 -1.813 -0.46
O 2.858 4.850 -1.739 -0.47
O 2.092 2.812 -2.896 -0.35
C 1.394 1.657 -2.582 0.62
Cl -0.273 1.992 -3.212 -0.02
O 1.963 0.534 -3.190 -0.30
C 1.246 -0.043 -4.121 0.55
N 0.793 -0.825 -4.835 -0.42
H -2.900 0.944 1.662 0.32
H -4.627 0.956 1.213 0.32
H -3.393 1.032 -0.017 0.22
H -2.979 -0.882 2.819 0.47
H -3.893 -2.248 2.269 0.40
H -1.781 -2.606 0.579 -0.21
H -2.030 -3.361 2.132 0.51
H -0.584 -0.813 2.530 0.62
H -0.351 -2.431 3.153 0.45
H 0.421 -2.426 0.354 0.60
H 1.199 -3.046 1.764 0.56
H 2.662 -1.417 1.878 0.45
H 1.494 -0.130 1.817 0.68
H 1.662 -1.225 -0.854 0.59
H 3.275 -1.296 -0.221 0.54
H 3.476 0.705 -1.214 0.39
H 3.040 1.201 0.389 0.62
H 0.043 1.149 1.161 0.24
H -0.993 2.312 -0.447 0.34
Er -3.091 -1.667 -1.703 1.43
```